C23H23NO5V | ωB97M-V/def2-TZVPD

Each line ends with the Löwdin spin population.
Atoms and positions in Å:
V: 0.00000 0.00000 0.00000  1.460
C: -1.68546 -4.86518 1.07819  0.000
C: -1.27386 -3.49633 1.63150  0.000
C: 0.19314 -3.45772 2.07961  0.000
C: -1.59888 -2.43126 0.60490  0.003
C: -2.42928 -1.36647 0.92041  0.006
C: -2.88290 -0.51108 -0.06207  0.000
C: -2.53088 -0.70160 -1.39071  0.003
C: -3.07120 0.18277 -2.45900  0.001
C: -1.65448 -1.73200 -1.69763  0.001
C: -1.19028 -2.57859 -0.71208  0.004
H: -1.62255 -5.63936 1.83221  0.000
H: -1.04290 -5.16837 0.24915  0.000
H: -2.71272 -4.84369 0.70875  0.000
H: -1.89956 -3.28964 2.51790  0.000
H: 0.86486 -3.67269 1.24707  0.000
H: 0.39580 -4.19201 2.86086  0.000
H: 0.46141 -2.47567 2.47380  0.000
H: -2.72527 -1.21757 1.94458  0.000
H: -3.53325 0.30611 0.19393  0.000
H: -2.42931 1.05138 -2.60918  0.000
H: -4.06901 0.54091 -2.20431  0.000
H: -3.14830 -0.34926 -3.40868  0.000
H: -1.35228 -1.88534 -2.71868  0.000
H: -0.51474 -3.38028 -0.96218  0.000
O: 3.90951 0.93470 4.34836  0.002
C: 2.95037 0.60602 3.42642  0.002
C: 1.67237 1.16510 3.50899  -0.002
C: 0.75860 0.79850 2.53979  -0.012
N: 1.06054 -0.14003 1.63859  -0.032
C: 2.32696 -0.52439 1.44151  -0.001
C: 3.31177 -0.21837 2.36197  -0.004
C: 2.55169 -1.09654 0.06856  0.001
O: 3.65500 -1.69396 -0.17498  -0.001
O: 1.58908 -0.88375 -0.74666  -0.007
C: -0.53290 1.51603 2.25110  -0.009
O: -1.01417 2.27924 3.15785  -0.001
O: -1.00323 1.31115 1.08070  -0.072
H: 3.47962 1.52793 4.98476  0.000
H: 1.39491 1.91111 4.24133  0.000
H: 4.32909 -0.55195 2.20821  0.000
C: 2.18854 2.40321 -3.64990  0.005
C: 2.20664 2.91117 -2.35058  -0.005
C: 1.57677 2.21176 -1.32112  -0.029
C: 0.93043 1.00749 -1.59029  -0.091
C: 0.91203 0.49984 -2.88730  -0.008
C: 1.54105 1.19698 -3.91876  -0.004
H: 2.67905 2.94737 -4.45290  0.000
H: 2.71095 3.85063 -2.14055  -0.001
H: 1.58605 2.59984 -0.30708  -0.016
H: 0.40574 -0.43967 -3.08776  -0.001
H: 1.52659 0.80081 -4.93067  -0.001
H: 0.68422 1.50469 0.58220  -0.190

Results
- orbital gap (spin up / spin down) (Ha) = 0.2751 / 0.2719
- 2S+1 = 2

---

C10H16 | ωB97M-V/def2-TZVPD

Each line ends with the Löwdin charge.
Atoms and positions in Å:
C: -1.68467 2.01726 0.33059  -0.058
C: -0.92417 0.77777 0.77773  -0.364
C: -1.45421 -0.46985 0.66821  -0.063
C: -0.72388 -1.50780 1.31916  -0.082
C: 0.39810 -1.36747 2.15646  -0.064
C: 0.96081 -0.06726 2.07943  -0.077
C: 0.27743 0.97502 1.39790  -0.098
H: -2.57264 2.08346 0.97017  0.075
H: -1.89049 2.27427 -0.72767  0.070
H: -1.09650 3.04775 0.50578  0.113
H: -2.27821 -0.81605 0.03190  0.124
H: -0.99495 -2.50047 1.05121  0.085
H: 1.09876 -2.11340 2.38172  0.080
H: 2.04859 0.10610 2.27555  0.112
H: 0.86989 1.93605 1.26949  0.132
C: 0.57090 -1.47777 -2.40616  -0.132
C: 1.12845 -0.20714 -1.72813  -0.286
C: 1.15895 0.98022 -2.71228  -0.107
H: 1.38086 -2.34490 -2.54349  0.106
H: -0.31183 -1.98009 -1.89801  0.058
H: -0.00996 -1.25870 -3.32696  0.059
H: 0.42130 0.02676 -0.84151  0.073
H: 2.03905 -0.24332 -1.12066  0.098
H: 1.02340 0.72633 -3.81532  0.089
H: 0.18153 1.47853 -2.78726  0.068
H: 1.84494 1.65978 -2.72239  -0.013

Results
- orbital gap (Ha) = 0.3694
- 2S+1 = 1

---

F8N4NaO16S8 | ωB97M-V/def2-TZVPD

Each line ends with the Löwdin spin population.
Atoms and positions in Å:
Na: -0.59459 -0.42375 0.25283  0.000
N: 2.31323 1.94714 -2.60284  0.000
S: 3.66819 2.16777 -3.13400  0.000
O: 4.35649 1.01168 -3.74268  0.000
O: 4.44291 3.32516 -2.62686  0.000
F: 3.19819 2.67585 -4.58804  0.000
S: 2.98116 0.90210 -1.42519  0.000
O: 3.71464 1.51761 -0.26770  0.000
O: 3.40571 -0.46594 -1.80562  0.000
F: 1.53818 0.65738 -0.62043  0.000
N: -1.54584 -0.35404 2.49444  0.000
S: -0.46712 0.69903 3.36353  0.000
O: 0.83322 0.18942 3.83800  0.000
O: -0.99528 1.70673 4.27530  0.000
F: -0.11949 1.56553 2.04401  0.000
S: -2.24639 -0.87064 3.76918  0.000
O: -3.66245 -0.43450 3.99348  0.000
O: -1.49375 -1.29921 4.95309  0.000
F: -2.57091 -2.32254 3.14091  0.000
N: 0.14597 -2.61960 0.06110  0.000
S: 0.72106 -3.48654 -1.23030  0.000
O: 0.44045 -4.97211 -1.27485  0.000
O: 1.81939 -3.00979 -2.04832  0.000
F: -0.53594 -3.01844 -2.05123  0.000
S: 1.37842 -2.85548 0.90088  0.000
O: 2.18095 -1.67611 1.18601  0.000
O: 1.90196 -4.19464 1.01694  0.000
F: 0.31507 -3.02865 2.14808  0.000
N: -2.60432 0.97418 -0.57515  0.425
S: -3.07777 2.57157 -0.14922  -0.006
O: -4.47698 2.83190 -0.38179  0.034
O: -2.05649 3.57471 -0.48236  0.035
F: -2.82337 2.33134 1.44590  -0.004
S: -2.53529 1.24937 -2.05742  -0.035
O: -1.27154 1.71444 -2.50211  0.294
O: -3.73890 1.70738 -2.84834  0.265
F: -2.53871 -0.28813 -2.46909  -0.008

Results
- charge = -2
- orbital gap (spin up / spin down) (Ha) = 0.2825 / 0.0897
- 2S+1 = 2

---

C39H28F12GeNO2Re | ωB97M-V/def2-TZVPD

Each line ends with the Löwdin spin population.
Atoms and positions in Å:
Re: -0.13856 1.19143 -0.59089  1.489
C: 6.21238 3.30908 0.10872  0.000
C: 4.95673 2.68009 -0.43547  0.002
C: 5.00552 1.64488 -1.36015  0.001
C: 3.84670 1.07144 -1.86030  0.002
C: 2.60412 1.53413 -1.43911  0.010
N: 1.38642 0.95128 -1.84335  0.023
C: 1.22534 0.48981 -3.15898  0.003
C: 1.87050 1.15834 -4.20610  0.005
C: 1.75072 0.73843 -5.51337  -0.001
C: 0.96589 -0.36306 -5.83416  0.005
C: 0.80521 -0.82826 -7.25699  0.001
C: 0.30053 -1.00305 -4.80113  0.000
C: 0.39405 -0.59520 -3.47146  0.008
C: -0.35254 -1.33553 -2.35047  0.011
O: -0.86730 -0.53002 -1.36739  0.116
C: 0.62702 -2.38625 -1.73839  0.003
F: 0.00027 -3.29374 -0.98225  0.000
F: 1.29881 -3.06702 -2.68848  0.001
F: 1.54269 -1.78807 -0.96521  0.005
C: -1.59772 -2.09881 -2.90141  0.000
F: -2.32717 -1.30856 -3.70019  0.001
F: -2.40070 -2.50431 -1.91716  0.001
F: -1.28039 -3.20734 -3.61210  0.000
C: 2.53243 2.56391 -0.49559  0.007
C: 3.70630 3.12729 -0.01849  0.000
C: 1.12639 2.98903 -0.08954  0.028
O: -1.48742 2.22587 -0.90674  0.329
C: 1.05515 3.41432 1.36347  0.010
F: -0.20179 3.44791 1.84130  0.012
F: 1.75009 2.57458 2.16648  0.000
F: 1.56630 4.65108 1.62037  0.003
C: 0.73341 4.17541 -0.96546  0.005
F: -0.38589 4.79140 -0.56375  0.001
F: 1.68977 5.14656 -1.00804  0.002
F: 0.56280 3.80913 -2.25231  0.001
H: 7.10071 2.84241 -0.31807  0.000
H: 6.26843 3.20664 1.19450  0.000
H: 6.25183 4.37639 -0.11941  0.000
H: 5.96779 1.26919 -1.69126  0.000
H: 3.90186 0.25512 -2.56900  0.000
H: 2.47373 2.02433 -3.96929  0.000
H: 2.26907 1.28095 -6.29667  0.000
H: 1.68149 -0.57529 -7.85514  0.000
H: -0.06292 -0.36228 -7.72982  0.000
H: 0.66345 -1.90863 -7.30418  0.000
H: -0.30564 -1.85967 -5.05581  0.000
H: 3.65051 3.93999 0.69567  0.000
C: -0.24265 0.43072 1.32744  0.722
Ge: -1.51187 -0.74815 2.19526  0.086
C: -1.33888 -2.66998 1.86998  0.018
C: -0.35314 -3.40661 2.52516  0.002
C: -0.23813 -4.77508 2.32892  0.000
C: -1.11866 -5.42949 1.47816  0.001
C: -2.10654 -4.70971 0.82334  0.001
C: -2.21173 -3.33896 1.01655  0.003
C: -3.36053 -0.22757 1.83989  0.013
C: -4.41881 -1.02026 2.28821  0.001
C: -5.73612 -0.63021 2.09146  0.001
C: -6.01309 0.56219 1.43643  0.000
C: -4.97130 1.35832 0.98400  0.001
C: -3.65345 0.96869 1.18697  0.004
C: -1.17612 -0.51180 4.12197  0.000
C: 0.12567 -0.38470 4.60642  0.001
C: 0.37843 -0.25844 5.96605  0.000
C: -0.67467 -0.25396 6.86923  0.000
C: -1.97695 -0.37287 6.40487  0.000
C: -2.22188 -0.50022 5.04395  0.000
H: 0.40836 0.88370 2.07157  0.057
H: 0.33188 -2.91006 3.20404  0.000
H: 0.53831 -5.33149 2.83993  0.000
H: -1.02917 -6.49754 1.32096  0.000
H: -2.78699 -5.21134 0.14606  0.000
H: -2.97177 -2.78380 0.48143  0.000
H: -4.21496 -1.95900 2.79302  0.000
H: -6.54513 -1.25896 2.44373  0.000
H: -7.04013 0.86645 1.27444  0.000
H: -5.17908 2.28379 0.46174  0.000
H: -2.85489 1.59461 0.80805  0.004
H: 0.96221 -0.37459 3.91492  0.001
H: 1.39770 -0.15745 6.31859  0.000
H: -0.48151 -0.15116 7.93003  0.000
H: -2.80489 -0.36095 7.10360  0.000
H: -3.24591 -0.57942 4.69622  0.000

Results
- charge = -1
- orbital gap (spin up / spin down) (Ha) = 0.2555 / 0.2351
- 2S+1 = 4

---

C5H9N | ωB97M-V/def2-TZVPD

Each line ends with the Löwdin charge.
Atoms and positions in Å:
C: -0.89519 -1.15841 -0.12189  -0.176
N: -1.46949 0.12599 0.24912  -0.087
C: -0.63270 1.15538 -0.17123  -0.280
C: 0.74670 0.61649 -0.50537  -0.269
C: 1.44427 -0.09076 0.60750  -0.077
C: 0.60871 -0.85320 -0.37939  -0.241
H: -1.51691 -1.53049 -1.02635  0.134
H: -0.97740 -1.90684 0.67576  0.107
H: -1.45752 0.20759 1.31916  0.137
H: -1.04233 1.74010 -1.06363  0.122
H: -0.61626 2.00475 0.56234  0.124
H: 1.39459 1.10395 -1.29569  0.152
H: 0.83476 0.26629 1.54239  0.139
H: 2.50028 -0.09429 0.64909  0.085
H: 1.07848 -1.58658 -1.04179  0.131

Results
- orbital gap (Ha) = 0.3709
- 2S+1 = 1

---

C8H14N3O | ωB97M-V/def2-TZVPD

Each line ends with the Löwdin charge.
Atoms and positions in Å:
C: 2.48166 0.51958 0.19710  -0.008
C: 1.22817 0.16034 0.98315  -0.310
C: 0.76705 -1.23884 1.04813  -0.014
C: 0.09776 -1.82549 0.07776  -0.021
N: -0.54301 -1.10165 -0.94434  0.001
C: -0.98582 -1.71701 -2.23192  0.067
C: -0.60790 0.14806 -0.76042  -0.257
N: -1.06634 0.96478 -1.78547  0.244
C: 0.02644 0.87077 0.36673  -0.121
C: -1.18583 0.84911 1.39944  -0.495
N: -0.95628 1.60190 2.49413  0.170
O: -2.18431 0.26034 1.06180  0.098
H: 2.53296 0.14327 -0.80235  0.087
H: 3.39458 0.21605 0.61358  0.076
H: 2.42552 1.58689 0.07993  0.085
H: 1.38386 0.46646 1.98537  0.131
H: 1.40023 -1.90902 1.63129  0.142
H: -0.21361 -2.86598 0.18239  0.148
H: -1.96672 -1.67487 -2.56199  0.081
H: -0.57872 -1.13943 -3.04900  0.109
H: -0.77014 -2.74961 -2.08294  0.100
H: -1.32089 1.89648 -1.55783  0.123
H: -1.79019 0.57995 -2.28426  0.078
H: 0.28255 1.92891 0.20951  0.165
H: -0.08184 2.15306 2.54364  0.127
H: -1.76919 1.87593 3.18658  0.193

Results
- charge = +1
- orbital gap (Ha) = 0.3661
- 2S+1 = 1

---

C5H4CoO7 | ωB97M-V/def2-TZVPD

Each line ends with the Löwdin spin population.
Atoms and positions in Å:
O: -1.06896 -1.39989 -0.84885  0.099
C: -1.83059 -1.36172 0.18162  0.007
O: -3.01358 -1.68069 0.20159  0.012
O: 0.28371 -1.16107 1.39656  0.081
O: -1.48477 -1.77189 2.61754  0.008
C: -0.96319 -1.39379 1.57706  0.007
Co: 0.70357 -0.87783 -0.42373  2.667
O: 2.04505 -0.15340 -1.33603  0.116
C: 2.23664 0.43176 -2.56500  0.021
C: 0.94592 0.59331 -3.35179  0.025
O: 0.07753 1.57825 -2.73682  0.164
C: -1.16748 1.28725 -2.49547  0.507
H: 2.70805 1.43107 -2.46905  0.003
H: 2.90693 -0.16440 -3.21853  0.001
H: 0.39491 -0.35572 -3.41991  0.012
H: 1.13275 0.97903 -4.36053  0.002
O: -1.90833 1.89459 -1.78519  0.266

Results
- charge = -1
- orbital gap (spin up / spin down) (Ha) = 0.3079 / 0.2760
- 2S+1 = 5

---

C2H8O4 | ωB97M-V/def2-TZVPD

Each line ends with the Löwdin charge.
Atoms and positions in Å:
C: -0.49098 -1.89158 0.68184  0.017
C: -0.00865 -0.65831 -0.07497  -0.567
O: -0.63258 -0.17009 -0.96774  0.110
O: 1.23523 -0.33497 0.30931  0.082
H: -0.30037 -2.75271 0.04636  0.090
H: 0.00491 -1.92376 1.63761  0.075
H: -1.56504 -1.84949 0.78419  0.083
H: 1.41917 0.61360 0.18501  0.103
O: 2.60251 1.72842 1.62293  -0.053
H: 3.06756 0.89698 1.73762  0.037
H: 3.09635 2.21894 2.29738  0.053
O: -3.14177 1.29998 -2.58214  -0.063
H: -2.26872 1.26994 -2.17770  0.006
H: -3.01762 1.55306 -3.49972  0.028

Results
- orbital gap (Ha) = 0.4032
- 2S+1 = 1

---

C8H14S | ωB97M-V/def2-TZVPD

Each line ends with the Löwdin charge.
Atoms and positions in Å:
C: -0.45343 -2.01461 0.02909  -0.157
C: 0.77043 -1.61769 0.25985  -0.474
C: -1.39827 -0.92858 -0.48859  -0.137
C: 0.57587 0.29908 0.01038  -0.036
C: -0.94992 0.45891 0.05157  -0.593
C: -1.42999 0.68135 1.50724  -0.007
C: -1.27696 1.61067 -0.79830  -0.086
C: 3.65322 -1.30519 0.09171  -0.371
S: 2.29415 -2.28528 0.80140  0.826
H: -0.93604 -2.95616 0.07510  0.090
H: -1.68379 -0.92793 -1.53100  0.111
H: -2.33436 -1.14911 0.06686  0.112
H: 1.30202 0.66364 0.76429  0.094
H: 1.05758 0.62526 -0.92874  0.083
H: -1.12061 1.58973 1.80328  0.053
H: -1.00060 -0.00152 2.09925  0.053
H: -2.43181 0.59208 1.59338  0.056
H: -0.89252 1.49556 -1.90913  0.125
H: -0.82853 2.45256 -0.36320  0.058
H: -2.45867 1.65429 -0.84074  0.130
H: 4.33464 -1.83682 -0.49476  0.006
H: 4.09336 -0.84844 0.91332  -0.006
H: 3.04238 -0.58640 -0.60903  0.070

Results
- orbital gap (Ha) = 0.3261
- 2S+1 = 1

---

2S+1 of number 3 (F8N4NaO16S8)? 2